[1]
Entry from the OMol25 dataset: one molecule with the formula C8H9F2I (ωB97M-V with the def2-TZVPD basis set).

Calculated values
Kohn-Sham gap (eV): 9.60
Molar mass (g/mol): 270.1
ΔE to the lowest compared entry with this formula, charge and spin (kJ/mol): 0.00
SMILES: C[C@]1(F)[C@@H]2C=C[C@@H](C2)[C@@]1(F)I

```
! wB97M-V def2-TZVPD RIJCOSX def2/J DEFGRID3
* xyz 0 1
C -0.7122 0.3410 -0.9706
H -2.5944 0.6912 0.2263
H 2.4751 -0.2872 -1.9889
F 1.4136 1.4929 -0.7540
C 1.7044 -0.7365 -1.3587
F -1.0990 -0.7522 -1.7636
C -1.4716 0.3578 0.3875
C -1.3188 -1.0076 0.9628
I -1.2578 2.1695 -2.1017
H 2.1799 -1.4688 -0.6074
H 0.2849 -1.9967 1.7028
C -0.0346 -1.1418 1.2395
H 1.5846 0.2794 1.4196
H -0.9707 1.3905 2.1980
H -2.0320 -1.7313 1.0206
H 1.0848 -1.1994 -2.0705
H -0.1530 2.0242 0.8030
C 0.7413 0.2915 -0.6400
C 0.6102 0.1377 1.0401
C -0.4348 1.1458 1.2551
*
```



[2]
Entry from the OMol25 dataset: one molecule with the formula C8H9F2N5S (ωB97M-V with the def2-TZVPD basis set).

Calculated values
Kohn-Sham gap (eV): 10.07
Molar mass (g/mol): 245.3
SMILES: C#CCNc1nc(NC)nc(SC(F)F)n1

```
! wB97M-V def2-TZVPD RIJCOSX def2/J DEFGRID3
* xyz 0 1
H 1.3694 -2.8394 -0.8558
N 0.8028 0.1590 -0.4547
C -0.1557 0.7719 0.1444
H 3.3401 -2.1850 -1.8971
C -0.8885 3.0557 0.5460
H -1.8170 2.8695 0.0719
C 0.0603 5.4531 -0.1732
F -2.8789 -4.4129 1.7263
C -0.3456 4.3691 0.1512
F -0.9517 -3.4967 2.2731
C -1.3312 -1.0530 0.5835
S -2.7357 -1.8283 1.1975
H 2.6524 -0.6598 -2.3981
H 3.2376 -0.8837 -0.7162
N -0.4620 -1.7867 -0.0754
C 2.7244 -1.3713 -1.5740
H 0.4005 6.4250 -0.4789
H 0.8263 2.3643 -0.5169
C -1.9615 -3.5114 1.3579
N -1.2522 0.2704 0.6501
N 1.4184 -1.8836 -1.1610
H -1.0896 3.0185 1.6036
C 0.5412 -1.0988 -0.5285
H -1.5970 -3.8264 0.3845
N 0.0932 2.0807 0.1397
*
```



[3]
Entry from the OMol25 dataset: an isolated ion of composition C8H9I2O3S and charge -1 (ωB97M-V with the def2-TZVPD basis set).

Calculated values
Kohn-Sham gap (alpha / beta) (eV): 6.70 / 6.71
Molar mass (g/mol): 439.0
ΔE to the lowest compared entry with this formula, charge and spin (kJ/mol): 0.00
SMILES: CC1=C(I)[C@@H](I)[C@](C)(S(=O)(=O)[O-])C=C1

```
! wB97M-V def2-TZVPD RIJCOSX def2/J DEFGRID3
* xyz -1 1
H -3.5686 -1.1070 -1.1309
H 2.1350 2.0261 -1.0647
H 2.1988 2.2646 0.6465
O 0.4028 -1.5558 1.4588
C -1.6605 -0.4045 -0.0978
C -3.0406 -0.9090 -0.0390
H -3.0969 -1.9673 0.4059
H -1.9653 1.1370 1.4702
C 0.0394 1.1130 0.8235
O 2.1162 -0.1548 2.4768
H 1.3140 -1.0949 -1.6328
C -1.2451 0.6838 0.7477
C 2.3317 1.5168 -0.1788
C 1.0874 0.6088 0.0749
H -3.6723 -0.2148 0.4292
S 1.6128 -0.7876 1.2801
H 3.1213 0.8798 -0.0551
H 0.2860 1.9004 1.5081
O 2.6290 -1.3306 0.3885
C 0.5191 -0.3117 -1.2714
C -0.6494 -0.9067 -0.9300
I 0.3434 1.1187 -3.1846
I -1.2383 -2.5043 -2.1252
*
```



[4]
Entry from the OMol25 dataset: C8H9N2O5SV as an isolated structure (ωB97M-V with the def2-TZVPD basis set).

Calculated values
Kohn-Sham gap (alpha / beta) (eV): 3.70 / 3.44
Molar mass (g/mol): 296.2
ΔE to the lowest compared entry with this formula, charge and spin (kJ/mol): 245.22
Expectation value of S²: 2.06

```
! wB97M-V def2-TZVPD RIJCOSX def2/J DEFGRID3
* xyz 2 3
C 0.1135 1.2155 -0.3457
O 0.5213 1.8319 -1.2640
O 2.8653 -0.2994 -1.2579
C 2.2030 -1.1231 -1.7514
C -0.4925 1.4518 2.4517
H 1.7724 -2.6765 5.2931
N 0.1294 -2.5199 3.2010
H -0.2155 -2.8935 2.3067
O -3.4954 0.1440 0.1613
H -0.4947 -3.0867 5.1377
H 0.9726 -1.2614 6.0431
C 1.7803 -1.5865 5.3802
H -1.7727 -3.0213 3.8932
N 1.6508 -0.9577 4.0700
C -0.8754 -2.5232 4.2762
O 0.3591 -2.3031 -0.9274
C -2.3717 0.0719 0.4641
H 2.2949 -0.2138 3.8158
H 1.2945 -2.7220 -2.6886
S 1.3125 -0.9173 1.4314
C 0.9838 -1.4932 3.0424
C 1.2084 -2.1409 -1.8402
H -1.1427 -1.5001 4.5867
H 2.7341 -1.2681 5.8060
O -0.4180 2.1575 3.3858
V -0.5395 0.3053 1.0000
*
```



[5]
Entry from the OMol25 dataset: an isolated ion of composition C8H9N3O4P and charge +1 (ωB97M-V with the def2-TZVPD basis set).

Calculated values
Kohn-Sham gap (eV): 8.28
Molar mass (g/mol): 242.2
SMILES: C#Cn1c(CC(=O)OC(C)=O)n[nH+]c1[PH2]=O

```
! wB97M-V def2-TZVPD RIJCOSX def2/J DEFGRID3
* xyz 1 1
C -3.1758 0.7501 0.3359
O -2.5947 0.9265 1.6232
O 2.7860 -2.9143 -2.3943
H 2.8348 -0.8273 -3.6379
N -0.4043 -0.5578 -0.1681
H 0.0651 0.5028 2.8181
H -0.2809 -1.8437 -1.8441
H 0.7810 1.9734 1.9804
P 2.9458 -1.4015 -2.3358
C 4.0034 0.7853 0.9287
C -4.0211 -0.5871 0.0926
N 1.6830 0.0661 -0.0798
H -4.7366 -0.7220 0.9742
C 0.4290 0.2562 0.6005
C 1.5419 -0.8174 -1.1765
H -3.3288 -1.4834 0.0921
C 2.9239 0.6766 0.3537
H 4.9963 0.8166 1.4686
O -3.0567 1.5128 -0.6026
O -1.4784 2.9095 1.3924
N 0.1744 -1.1867 -1.1937
H -4.5533 -0.5399 -0.8987
C 0.0414 1.1156 1.8532
H 4.1704 -1.0416 -1.6620
C -1.4237 1.7136 1.5871
*
```



[6]
Entry from the OMol25 dataset: a 2-piece molecular cluster, C8H9N7O6 overall (ωB97M-V with the def2-TZVPD basis set).

Calculated values
Kohn-Sham gap (eV): 6.21
Molar mass (g/mol): 299.2

```
! wB97M-V def2-TZVPD RIJCOSX def2/J DEFGRID3
* xyz 0 1
H -0.0204 -0.4983 -1.3607
N -0.9734 -3.3352 1.5395
O 1.7848 4.7957 -1.2133
H -1.6700 -3.1458 0.8260
C -1.1357 1.3212 -1.2368
N 0.3729 4.7523 -1.1642
N -2.4513 3.1976 -1.1246
H 1.4005 -1.1930 2.3604
H 0.3073 -4.8753 2.1228
C 0.0670 3.4108 -1.1126
H -0.1990 -1.7367 0.6095
N -2.4556 0.8849 -1.1383
H -0.1887 -4.8779 0.3722
H -1.3312 -5.3785 1.6329
C 0.0502 0.5801 -1.2308
O -2.9918 -0.2142 -1.0866
C 0.5112 -1.8071 2.5075
H -0.3210 -1.1597 2.8306
N 2.3459 3.5475 -1.1497
C 1.2777 2.6969 -1.0865
C 1.2788 1.2561 -1.1229
O 2.7052 -0.3680 -1.9595
H 0.7201 -2.5889 3.2441
C -1.1729 2.7321 -1.1911
N 0.1498 -2.4408 1.2520
C -0.5076 -4.7017 1.4110
O -0.2448 5.8090 -1.1717
O 3.3725 0.7524 -0.1877
O -3.2372 2.0706 -1.0788
N 2.5567 0.5141 -1.0926
*
```



no.,DFT total energy (eV)
1,-21975.407
2,-32161.248
3,-41620.669
4,-58160.020
5,-30378.673
6,-31143.464